Formula: C3H10NOP
Source: the Open Molecules 2025 dataset
Level of theory: ωB97M-V with the def2-TZVPD basis set

Geometry (Å):
C: 0.84641 1.28207 0.29726
N: 0.14493 0.33651 -0.47000
C: 0.68735 0.22409 -1.81541
P: -0.29837 -1.11544 0.27395
C: -1.51489 -0.65568 1.55802
O: 0.85647 -2.01860 0.47075
H: 0.93080 0.91994 1.23838
H: 1.88335 1.54728 -0.00361
H: 0.31592 2.31344 0.33433
H: 0.22301 -0.37208 -2.51754
H: 0.81226 1.18986 -2.41620
H: 1.74394 -0.38278 -1.76079
H: -1.30123 -1.62835 -0.76047
H: -1.15386 -0.63917 2.66027
H: -1.87226 0.27684 1.40669
H: -2.30382 -1.27793 1.50438

Computed properties:
Highest occupied orbital energy   -9.11 eV
Energy relative to the best compared isomer or geometry (same formula, charge and spin)   163.5 kJ/mol
SMILES string   CN(C)[P@H](C)=O
Energy   -16098.81199 eV
Gap between HOMO and LUMO   10.04 eV
Lowest unoccupied orbital energy   0.034 hartree
M   107.093 u

Quick look at the Löwdin charges, all values in e:
1. C -0.1719
2. N -0.3923
3. C -0.1588
4. P 0.6120
5. C -0.1792
6. O -0.3724
7. H 0.0294
8. H 0.0971
9. H 0.1146
10. H 0.0223
11. H 0.1058
12. H 0.1338
13. H 0.0691
14. H 0.1001
15. H 0.0002
16. H -0.0097

Formula: C4H35NO14
Source: the Open Molecules 2025 dataset
Level of theory: ωB97M-V with the def2-TZVPD basis set

Geometry (Å):
N: -3.13301 -0.13065 0.34908
C: -1.84820 -0.24689 0.96799
C: -1.89959 -0.81524 2.21447
C: 0.48762 0.52460 0.93141
C: -0.58663 0.08600 0.28042
H: -3.05162 0.46709 -0.45818
H: -3.90610 0.16507 0.91426
H: -0.96877 -1.25934 2.62138
H: -2.85099 -1.09511 2.64023
H: 1.45429 0.72029 0.53070
H: 0.53933 0.70886 1.99127
H: -0.68584 0.03313 -0.82145
H: -3.67904 -1.68708 -1.09669
H: -2.69890 -2.21277 -2.17940
O: -3.20605 -2.47480 -1.40885
H: 1.39126 -2.34868 -0.73620
H: 1.88784 -1.05059 -1.52779
O: 1.71943 -2.00569 -1.59571
H: -0.35691 2.51670 1.33943
H: -1.66666 3.07368 1.55686
O: -1.12466 2.79463 0.78502
H: -0.21049 -3.26319 0.32454
H: 1.17342 -3.86157 0.84290
O: 0.73742 -3.02398 0.62297
H: -0.30368 3.26260 -0.67917
H: 0.44796 3.89575 -1.95822
O: 0.43856 3.15642 -1.33648
H: 1.44733 -1.81925 -3.43760
H: 1.15850 -0.38771 -3.01367
O: 1.22797 -0.95219 -3.78124
H: -0.48125 1.76591 -2.03159
H: 0.07596 1.37388 -3.45804
O: -0.75746 1.55173 -2.95237
H: 1.51171 -2.13243 1.75496
H: 2.56795 -1.16887 1.63321
O: 2.15521 -1.67147 2.36664
H: 1.76152 1.63192 3.32646
H: 2.96818 2.46828 3.21409
O: 2.14303 2.32486 2.73262
H: 0.19880 0.54931 4.25118
H: 1.30618 -0.21830 3.78117
O: 1.16192 0.52019 4.41567
H: 1.95897 2.84247 -0.35858
H: 3.27973 2.72350 0.57526
O: 2.92360 2.74093 -0.31202
H: -1.99684 -2.61292 0.59606
H: -2.18240 -3.89131 -0.26634
O: -1.72117 -3.53896 0.49800
H: 2.81597 0.98231 -2.44964
H: 2.49598 1.22459 -1.02077
O: 2.21650 0.64936 -1.77168
H: -2.33818 0.47353 -2.90859
H: -1.57367 -0.86066 -3.38936
O: -2.42406 -0.49795 -3.10861

Computed properties:
Highest occupied orbital energy (alpha / beta)   -0.60 / -4.20 eV
Energy relative to the best compared isomer or geometry (same formula, charge and spin)   0.0 kJ/mol
Multiplicity   2
Energy   -34870.66512 eV
Gap between HOMO and LUMO (alpha / beta)   3.28 / 6.81 eV
Lowest unoccupied orbital energy (alpha / beta)   0.098 / 0.096 hartree
Total charge   -1
M   321.317 u

Quick look at the Löwdin charges, all values in e:
1. N 0.0471
2. C -0.4654
3. C -0.0667
4. C -0.1176
5. C -0.1882
6. H 0.0628
7. H 0.0658
8. H 0.0403
9. H 0.0142
10. H 0.0140
11. H 0.0064
12. H 0.0929
13. H 0.0189
14. H 0.0080
15. O -0.0865
16. H -0.0094
17. H -0.0114
18. O -0.1060
19. H 0.0355
20. H 0.0671
21. O -0.1158
22. H 0.0414
23. H 0.0851
24. O -0.1029
25. H 0.0411
26. H 0.0785
27. O -0.0892
28. H 0.0116
29. H -0.0387
30. O -0.0845
31. H 0.0114
32. H 0.0621
33. O -0.1037
34. H -0.0072
35. H 0.0408
36. O -0.1098
37. H -0.0229
38. H 0.0337
39. O -0.1029
40. H 0.0464
41. H 0.0292
42. O -0.0910
43. H 0.0039
44. H 0.0360
45. O -0.0691
46. H 0.0256
47. H 0.0451
48. O -0.0517
49. H 0.0777
50. H 0.0120
51. O -0.0873
52. H 0.0400
53. H 0.0320
54. O -0.0989

> The highest energy belongs to which entry?

C3H10NOP

> Among the records above, which one has the highest M?

C4H35NO14